P:
Density functional theory data (the ωB97M-V functional and the def2-TZVPD basis) for an isolated molecule of C19H24N4O4S.

```
! wB97M-V def2-TZVPD RIJCOSX def2/J DEFGRID3
* xyz 0 1
C -5.2325 -1.7830 2.1642
N -4.4823 -1.5372 0.9617
C -3.2962 -0.9276 0.9246
O -2.6744 -0.4955 1.8817
C -2.7634 -0.8104 -0.5070
O -3.3913 -1.2444 -1.4593
N -1.5853 -0.1848 -0.5540
C -0.8642 0.0684 -1.7737
H -1.6085 0.1909 -2.5662
H -0.2919 0.9891 -1.6571
C 0.0759 -1.0743 -2.1860
N 1.2474 -1.1779 -1.3344
C 1.0196 -2.0274 -0.1719
C 2.3498 -2.4500 0.4824
N 3.4124 -1.5200 0.2193
S 3.5756 -0.2408 1.2724
O 3.6011 -0.8054 2.5897
O 4.7019 0.5199 0.8160
C 2.1099 0.7840 1.1368
C 2.0452 1.7483 0.1769
C 0.8894 2.5509 0.0626
C 0.7656 3.5558 -0.9206
C -0.3762 4.3017 -1.0141
C -1.4448 4.0791 -0.1307
C -1.3532 3.1185 0.8375
C -0.1884 2.3327 0.9643
C -0.0690 1.3339 1.9591
C 1.0628 0.5704 2.0410
H 1.1885 -0.1860 2.7992
H -0.8902 1.1758 2.6419
H -2.1709 2.9403 1.5201
H -2.3394 4.6767 -0.2226
H -0.4651 5.0689 -1.7689
H 1.5909 3.7213 -1.5976
H 2.8848 1.9081 -0.4809
C 3.6802 -1.2884 -1.1810
H 4.5129 -1.9291 -1.4967
C 2.4475 -1.5805 -2.0460
H 2.5214 -1.0067 -2.9712
H 2.4217 -2.6515 -2.3115
H 3.9986 -0.2508 -1.2777
H 2.6624 -3.4300 0.1062
H 2.2480 -2.5156 1.5653
H 0.4100 -1.4684 0.5413
H 0.4585 -2.9380 -0.4506
H -0.5009 -2.0126 -2.2076
H 0.4039 -0.8593 -3.2049
H -1.1954 0.1130 0.3336
H -4.8546 -1.8285 0.0653
H -6.1971 -1.2737 2.1271
H -5.3995 -2.8526 2.3014
H -4.6509 -1.3971 3.0004
*
```

Its HOMO energy is -8.56 eV. As for the lowest unoccupied orbital energy: 0.08 eV. Its structure (SMILES) is CNC(=O)C(=O)NCCN1CCN(S(=O)(=O)c2ccc3ccccc3c2)CC1. As for the orbital gap: 8.6 eV.

Q:
Density functional theory data (the ωB97M-V functional and the def2-TZVPD basis) for an isolated molecule of C19H24N4O4S.

```
! wB97M-V def2-TZVPD RIJCOSX def2/J DEFGRID3
* xyz 0 1
C 3.9257 2.7370 1.5552
C 3.7814 1.7022 0.4639
O 3.8429 0.5054 0.6516
N 3.6134 2.2433 -0.7744
H 3.3556 3.2180 -0.8232
C 3.2159 1.4201 -1.8898
H 3.6462 0.4287 -1.7258
H 3.6107 1.8418 -2.8165
C 1.6838 1.3102 -1.9834
N 1.1460 0.7928 -0.7439
C 1.1016 -0.5407 -0.4783
N 0.7431 -1.0732 0.6264
C 0.3787 -0.2566 1.6540
C -0.0034 -0.8204 2.8761
C -0.3770 -0.0018 3.9156
C -0.3794 1.3862 3.7676
C -0.0053 1.9541 2.5721
C 0.3749 1.1401 1.5022
C 0.7944 1.7212 0.2391
O 0.8653 2.9168 0.0079
H 0.0004 3.0249 2.4308
H -0.6748 2.0129 4.5958
H -0.6719 -0.4349 4.8603
H 0.0007 -1.8945 2.9685
S 1.5652 -1.6463 -1.7657
C 0.9426 -3.1882 -1.0404
C -0.5762 -3.1655 -0.9047
O -1.1429 -3.5694 0.0841
N -1.2115 -2.7313 -2.0169
H -0.6472 -2.3070 -2.7404
C -2.6048 -2.3672 -1.9919
C -2.7655 -0.8331 -1.9007
H -2.4408 -0.3781 -2.8432
C -4.1920 -0.4439 -1.5013
H -4.3986 0.5745 -1.8298
H -4.9351 -1.1121 -1.9301
C -4.1337 -0.5163 0.0290
H -4.5316 -1.4625 0.3921
C -2.6296 -0.4092 0.3467
H -2.3831 0.4775 0.9353
O -1.9435 -0.2889 -0.8915
H -2.2697 -1.2955 0.8818
H -4.6967 0.2911 0.4919
H -3.1044 -2.7369 -2.8918
H -3.0354 -2.8454 -1.1101
H 1.2552 -3.9850 -1.7163
H 1.3961 -3.3176 -0.0595
H 1.4003 0.6533 -2.8078
H 1.2466 2.3027 -2.1259
H 4.7508 3.4084 1.3288
H 3.0078 3.3180 1.6227
H 4.1088 2.2405 2.5036
*
```

Its HOMO energy is -8.25 eV. As for the lowest unoccupied orbital energy: 0.49 eV. Its structure (SMILES) is CC(=O)NCCn1c(SCC(=O)NC[C@H]2CCCO2)nc2ccccc2c1=O. As for the orbital gap: 8.7 eV.

The energetic minimum among the shown structures is Q; the next structure lies 0.0513 hartree above.